Entry 1:
Formula: C4H3F3
Source: the Open Molecules 2025 dataset
Level of theory: ωB97M-V/def2-TZVPD

Values from the calculation:
Energy ... -453.66144 Eh
Relative energy (zero: lowest compared OMol25 entry of this formula, charge and spin) ... 2.851 eV
SMILES ... C=C(F)F.C#CF
Gap between HOMO and LUMO ... 11.02 eV

Geometry as ORCA input:
```
! RIJCOSX wB97M-V def2-TZVPD def2/J DEFGRID3
* xyz 0 1
C 0.8884 -0.8916 1.1883
C 0.8636 -1.5063 0.0433
F 1.5746 -1.0267 -1.0004
F 0.2568 -2.5851 -0.4710
H 0.2679 -1.2746 1.9445
H 1.5746 -0.0216 1.0493
C -1.5425 1.2846 -1.0010
C -1.2042 2.3437 -0.5636
F -0.7405 3.3372 0.0497
H -1.9387 0.3404 -1.2391
*
```

=====

Entry 2:
Formula: C3H2N3O2S
Source: the Open Molecules 2025 dataset
Level of theory: ωB97M-V/def2-TZVPD

Values from the calculation:
Energy ... -828.38700 Eh
Relative energy (zero: lowest compared OMol25 entry of this formula, charge and spin) ... 2.630 eV
Gap between HOMO and LUMO ... 7.36 eV

Geometry as ORCA input:
```
! RIJCOSX wB97M-V def2-TZVPD def2/J DEFGRID3
* xyz -1 1
C 1.1062 -0.4058 0.4065
C -0.5056 1.0012 -0.1626
C 0.5775 -1.7767 0.0712
N 0.1743 2.0254 -0.2993
N 1.4332 2.1587 -0.0819
N -1.7236 0.4520 -0.2826
O 1.3525 -2.4884 -0.5680
O -0.6101 -1.9691 0.3977
S 2.2532 0.7032 0.3180
H -1.6059 -0.5644 -0.0948
H -2.4517 0.8640 0.2959
*
```

=====

Entry 3:
Formula: C11H14N2
Source: the Open Molecules 2025 dataset
Level of theory: ωB97M-V/def2-TZVPD

Values from the calculation:
Energy ... -537.00679 Eh
Relative energy (zero: lowest compared OMol25 entry of this formula, charge and spin) ... 1.721 eV
SMILES ... Cc1c[nH]cn1.Cc1ccccc1
Gap between HOMO and LUMO ... 9.31 eV

Geometry as ORCA input:
```
! RIJCOSX wB97M-V def2-TZVPD def2/J DEFGRID3
* xyz 0 1
C -3.2510 2.3997 -1.2983
C -2.7426 1.1572 -1.8930
C -2.7673 -0.2322 -1.5647
N -1.9854 -0.7677 -2.5859
C -1.6064 0.1500 -3.4895
N -2.0880 1.2874 -3.1146
H -2.5118 3.1734 -0.9641
H -3.8598 2.1119 -0.3839
H -3.7565 3.0329 -1.9753
H -3.2312 -0.6664 -0.7217
H -1.9499 -1.7635 -2.7099
H -0.9416 0.0538 -4.3176
C 0.6080 0.9616 1.9879
C 1.6366 -0.0821 1.8671
C 2.7116 0.0897 1.0086
C 3.5703 -0.9703 0.7079
C 3.3099 -2.2298 1.1747
C 2.4217 -2.3863 2.2350
C 1.6338 -1.3135 2.6191
H -0.2096 0.7041 1.2929
H 0.7949 2.0272 1.7228
H 0.2866 0.9567 3.1080
H 2.6562 1.0623 0.5142
H 4.4392 -0.9458 0.0721
H 3.6258 -3.0626 0.5957
H 2.4410 -3.2602 2.8544
H 0.7655 -1.4874 3.2582
*
```

=====

Entry 4:
Formula: C4H8N4
Source: the Open Molecules 2025 dataset
Level of theory: ωB97M-V/def2-TZVPD

Values from the calculation:
Energy ... -375.88447 Eh
Relative energy (zero: lowest compared OMol25 entry of this formula, charge and spin) ... 9.905 eV
Gap between HOMO and LUMO ... 6.47 eV

Geometry as ORCA input:
```
! RIJCOSX wB97M-V def2-TZVPD def2/J DEFGRID3
* xyz 0 1
C 1.6992 0.0862 -0.0579
C 0.8747 -1.1122 0.5051
C -1.8312 -0.6253 0.0242
C -1.5348 0.7568 0.1468
H 2.4662 0.4541 0.8019
H 2.4292 -0.4354 -0.7025
H -0.0279 -0.6719 1.0142
H 1.3908 -1.7811 1.3309
H -2.8515 -0.4978 -0.2100
H -2.4890 1.5600 0.0501
H -0.0928 2.4796 0.6422
H 0.4783 0.7440 -1.6084
N 0.2799 -1.7060 -0.5905
N -1.1100 -1.6198 -0.4968
N -0.4975 1.2821 -0.1051
N 0.8163 1.0868 -0.7441
*
```

=====

no.,HOMO (eV)
1,-10.30
2,-3.80
3,-8.54
4,-7.53